{"formula": "C16H14BHfN7O2S2", "method": "ωB97M-V/def2-TZVPD", "symbols": ["Hf", "C", "C", "N", "N", "C", "B", "N", "C", "C", "C", "N", "N", "C", "C", "C", "N", "H", "H", "H", "H", "H", "H", "H", "H", "H", "H", "O", "S", "O", "N", "C", "S", "C", "C", "C", "C", "C", "C", "H", "H", "H", "H"], "xyz": [[0.109, 0.248, 0.013], [-3.213, 0.240, 2.701], [-2.187, -0.509, 2.179], [-1.252, 0.299, 1.625], [-1.705, 1.598, 1.786], [-2.871, 1.561, 2.417], [-0.884, 2.846, 1.285], [0.626, 2.620, 1.611], [1.420, 3.285, 2.445], [2.728, 2.830, 2.294], [2.656, 1.865, 1.320], [1.384, 1.716, 0.895], [-1.023, 2.921, -0.273], [-1.354, 3.942, -1.052], [-1.462, 3.504, -2.373], [-1.172, 2.164, -2.327], [-0.903, 1.790, -1.051], [-4.090, -0.112, 3.216], [-2.050, -1.579, 2.173], [-3.387, 2.480, 2.653], [-1.287, 3.845, 1.799], [1.015, 4.049, 3.090], [3.602, 3.169, 2.822], [3.441, 1.255, 0.903], [-1.504, 4.924, -0.628], [-1.725, 4.089, -3.237], [-1.140, 1.436, -3.124], [-0.928, -1.272, -1.083], [0.178, -1.568, -2.088], [-0.007, -0.983, -3.363], [1.411, -0.931, -1.162], [1.689, -1.942, -0.244], [1.736, -1.564, 1.361], [1.524, -3.279, -0.855], [2.038, -4.495, -0.464], [1.705, -5.614, -1.230], [0.856, -5.521, -2.330], [0.297, -4.305, -2.714], [0.670, -3.214, -1.961], [2.698, -4.571, 0.390], [2.119, -6.577, -0.964], [0.619, -6.410, -2.900], [-0.378, -4.228, -3.555]], "forces_ev_per_angstrom": [[0.1, 0.3, 1.1], [-0.1, 0.1, 0.0], [0.2, 0.1, 0.0], [-0.7, 0.1, 0.4], [0.3, -0.1, -0.1], [-0.1, 0.1, 0.2], [0.0, 0.0, 0.0], [-0.1, 0.0, -0.3], [0.1, 0.0, 0.1], [0.0, 0.2, 0.1], [-0.1, -0.2, -0.1], [0.1, 0.8, 0.4], [-0.1, -0.2, 0.1], [-0.1, 0.1, -0.1], [0.0, 0.2, 0.1], [0.1, -0.3, 0.1], [0.0, 0.6, -0.1], [0.0, 0.0, 0.0], [0.0, 0.0, 0.0], [0.0, 0.0, 0.0], [0.0, -0.1, -0.1], [0.0, 0.0, 0.0], [0.0, 0.0, 0.0], [0.0, 0.0, 0.0], [0.0, 0.0, 0.0], [0.0, 0.0, 0.0], [0.0, 0.0, 0.0], [-0.1, -0.2, -0.9], [0.0, 0.0, -0.2], [0.0, -0.2, 0.0], [0.3, -0.9, -0.3], [-0.2, -0.2, -0.5], [0.1, 0.1, 0.0], [0.0, 0.2, 0.0], [0.0, -0.2, 0.0], [0.0, 0.0, 0.0], [0.0, -0.1, 0.0], [0.1, 0.0, 0.1], [0.0, -0.2, 0.0], [0.0, 0.0, 0.0], [0.0, 0.0, 0.0], [0.0, 0.0, 0.0], [0.0, 0.0, 0.0]], "de_lowest_ev": 0.000, "charge": 2, "e_tot_ha": -2020.75600, "homo_lumo_gap_ev": 8.20, "homo_ev": -15.8}